No. 1
14
Properties=species:S:1:pos:R:3:forces:R:3 method="wB97M-V/def2-TZVPD" smiles="C/C=C/[C@H]1CS1" homo_lumo_gap_ev=9.86 homo_energy_ev=-8.844 relative_energy_ev=1.503
C -1.651 0.993 -0.423 0.2 0.2 -0.7
H -0.576 0.776 1.557 -0.4 -0.4 -1.1
C 3.284 -0.270 -0.306 -1.2 0.3 2.5
H 4.062 0.515 -0.200 -0.4 -0.6 -0.2
S -1.947 -0.739 0.019 0.5 0.1 -0.1
H 2.012 0.371 1.558 0.2 0.4 -1.5
H -1.272 1.265 -1.421 -0.4 -0.5 0.3
C -0.621 0.442 0.484 0.7 1.0 2.0
C 1.952 0.205 0.437 0.1 -0.7 -0.1
H 0.477 -0.396 -0.956 0.7 -0.1 -2.2
H 3.624 -1.197 0.206 0.0 0.7 -0.1
H 3.125 -0.559 -1.318 -0.3 0.2 -0.9
C 0.727 0.201 -0.127 0.1 -0.9 1.7
H -2.457 1.631 -0.106 0.2 0.3 0.4

No. 2
14
Properties=species:S:1:pos:R:3:forces:R:3 method="wB97M-V/def2-TZVPD" smiles="C/C=C/C(C)=S" homo_lumo_gap_ev=7.69 homo_energy_ev=-8.641 relative_energy_ev=2.701
C -0.993 1.525 0.067 -0.7 3.8 -1.4
C -0.933 3.000 0.721 2.6 -2.9 0.8
H 0.183 -1.957 -2.155 -0.9 1.5 0.3
C -0.496 -1.155 -1.692 -1.1 -0.4 -1.4
C 0.261 -0.647 -0.401 -1.0 -2.4 2.0
C -0.117 0.601 0.318 1.0 -2.1 0.1
H -1.845 3.050 1.248 -1.2 1.3 0.2
H -1.671 1.439 -0.779 0.1 0.2 -0.2
H 0.251 0.697 1.306 1.5 0.0 0.6
H -0.599 3.739 -0.027 -1.0 -0.2 0.2
S 1.240 -1.743 0.552 -1.7 2.2 -2.5
H -1.520 -1.797 -1.535 2.5 1.8 0.5
H -0.096 3.078 1.536 -1.4 -0.6 -1.4
H -0.883 -0.305 -2.507 1.5 -2.1 2.3

No. 3
14
Properties=species:S:1:pos:R:3:forces:R:3 method="wB97M-V/def2-TZVPD" smiles="S[C@@H]1C=CCC1" homo_lumo_gap_ev=9.99 homo_energy_ev=-8.957 relative_energy_ev=0.808
C 1.380 -0.444 -0.348 -2.2 1.6 -1.2
H 2.188 -0.694 0.252 1.7 -0.7 0.8
H -0.368 -1.701 -0.677 0.4 0.6 1.4
S -2.608 0.237 -0.308 0.7 0.2 -0.1
H -0.463 2.429 0.313 0.6 -1.6 -0.3
C -0.059 1.373 0.155 -1.9 1.1 -0.1
C 1.134 1.076 -0.314 0.2 -1.0 0.6
H 1.899 1.797 -0.528 0.2 0.1 -0.2
H 0.120 -1.611 1.065 0.4 -0.7 0.6
C -0.946 0.145 0.460 1.5 1.1 2.0
H 1.487 -0.723 -1.395 0.6 -0.3 0.1
C 0.066 -1.056 0.162 -2.2 0.6 -2.0
H -1.119 0.246 1.597 0.1 -0.6 -1.6
H -2.711 -1.072 -0.436 -0.2 -0.5 -0.1

No. 4
15
Properties=species:S:1:pos:R:3:forces:R:3 method="wB97M-V/def2-TZVPD" smiles="C/C=C/C(=S)SC" homo_lumo_gap_ev=8.20 homo_energy_ev=-8.541 relative_energy_ev=0.775
H 3.327 -0.888 -1.082 1.2 0.4 -0.3
H 0.179 2.116 0.859 -1.3 -0.2 0.0
C -0.905 1.807 0.825 0.6 -0.4 -0.2
C -1.946 2.773 1.317 0.6 1.0 -1.3
H -2.201 0.188 0.323 -0.5 0.0 0.2
H 2.323 -1.866 -0.047 0.1 -0.6 0.2
H -1.692 3.089 2.324 -0.4 -0.1 0.3
C -1.202 0.571 0.380 1.2 0.6 -0.1
H 1.916 -1.730 -1.766 0.0 -0.1 -0.2
C -0.199 -0.416 -0.095 0.1 0.1 0.0
H -2.941 2.351 1.196 0.0 0.0 0.4
S -0.609 -1.989 -0.270 0.1 0.1 0.0
C 2.347 -1.230 -0.911 -1.5 0.3 0.6
S 1.388 0.238 -0.455 -0.2 -0.1 -0.2
H -1.942 3.729 0.705 0.2 -1.0 0.6

No. 5
15
Properties=species:S:1:pos:R:3:forces:R:3 method="wB97M-V/def2-TZVPD" homo_lumo_gap_ev="7.32 / 6.15" homo_energy_ev="-7.639 / -7.245" relative_energy_ev=3.454
C -0.683 1.056 -1.013 -0.6 1.2 2.3
C 0.413 -2.301 -0.268 2.6 -2.3 -0.3
H 1.439 -2.773 -0.411 -0.3 1.6 -0.1
H -0.027 0.715 1.888 -0.9 -0.2 0.1
H 1.296 0.482 -0.903 0.2 -0.1 0.3
H -0.900 0.545 -1.891 -0.3 -1.0 -1.6
H 1.610 0.627 1.641 0.5 -0.5 -0.4
C 0.708 0.986 1.159 1.0 0.9 1.0
C 0.459 0.365 -0.200 -0.4 0.0 -0.6
C 0.152 -1.060 -0.122 -1.7 0.7 0.5
S -2.195 1.171 0.039 0.7 0.6 -0.5
H 0.839 2.088 1.256 -0.4 -0.6 -0.9
H -0.103 -3.243 -0.262 -1.7 0.4 0.3
S -2.578 -0.748 0.315 1.2 -0.8 -0.3
H -0.429 2.090 -1.226 0.2 0.1 -0.1

No. 6
16
Properties=species:S:1:pos:R:3:forces:R:3 method="wB97M-V/def2-TZVPD" smiles="C[C@@H]1S[C@]1(C)C(=S)S" homo_lumo_gap_ev=8.53 homo_energy_ev=-8.717 relative_energy_ev=1.007
C -1.230 -0.860 -0.573 0.3 0.5 0.4
H -1.386 -0.993 -2.683 0.4 -0.1 -0.1
H 0.981 -1.908 0.443 1.2 0.4 -0.5
H -0.067 -1.876 -1.936 1.1 -2.0 -0.3
S 1.945 -0.982 0.058 0.0 -1.1 0.2
C -0.514 -0.162 0.565 -1.4 -0.4 0.1
C 0.827 0.319 0.141 -0.7 0.3 0.5
H 0.289 -1.441 2.068 -0.3 -0.1 0.5
S 1.145 1.837 -0.197 0.6 1.1 -0.3
H -1.503 -1.239 2.113 0.1 -0.3 0.0
H 0.145 -0.185 -2.223 -0.4 0.0 0.2
C -0.566 -0.973 -1.958 -2.1 2.0 0.6
C -0.544 -0.744 1.977 -0.3 -0.2 -0.3
S -2.092 0.640 0.066 1.2 -0.2 -0.5
H -0.474 -0.010 2.783 0.2 0.2 -0.4
H -1.780 -1.752 -0.305 0.0 -0.2 0.1

No. 7
20
Properties=species:S:1:pos:R:3:forces:R:3 method="wB97M-V/def2-TZVPD" total_charge=+1 homo_lumo_gap_ev="6.86 / 6.89" homo_energy_ev="-12.032 / -11.986" s2=0.76 spin_multiplicity=2
O 1.981 -0.544 0.723 2.0 0.1 1.2
H -2.758 2.917 -0.009 0.1 -0.1 0.2
C 0.538 -1.975 -0.375 0.6 -0.3 0.2
C 1.758 -1.701 0.110 -0.5 -0.7 -1.5
H 2.610 -2.344 -0.124 -0.3 0.1 0.2
Ag 0.243 0.579 1.124 -0.4 -1.1 -0.1
H -1.569 3.060 1.326 -0.2 -0.2 -0.1
H -2.964 -0.179 0.297 0.1 0.1 -0.2
C -2.294 0.333 -0.410 -0.3 0.0 0.0
O -0.486 -1.108 -0.006 -0.7 -0.9 -0.5
H -1.893 -1.475 -1.502 0.1 0.1 0.1
H 0.264 -2.842 -0.973 0.1 0.2 0.3
H -2.886 0.845 -1.183 0.1 -0.1 0.2
O -1.521 1.288 0.316 -1.3 0.8 -0.8
H -0.720 -0.153 -1.856 -0.5 -0.3 0.7
H -3.021 2.028 1.540 0.1 0.1 -0.2
O 1.398 1.848 1.893 1.8 1.6 1.5
C -2.271 2.388 0.822 -0.3 0.4 0.2
C -1.339 -0.639 -1.055 0.3 0.1 -0.8
Mg 2.868 0.715 1.893 -0.7 0.0 -0.6

No. 8
15
Properties=species:S:1:pos:R:3:forces:R:3 method="wB97M-V/def2-TZVPD" smiles="C=C/C=C/BC" homo_lumo_gap_ev=9.15 homo_energy_ev=-9.180 relative_energy_ev=2.279
C 0.277 0.823 -0.392 -1.2 0.0 1.5
C 0.563 1.710 -1.462 0.6 -0.9 -0.3
H -0.419 -3.660 1.364 0.8 -0.4 -0.4
C 0.520 -0.485 -0.384 -1.3 -2.1 2.6
B -0.244 -1.264 1.013 -0.1 0.4 -0.1
H 0.668 3.434 -2.577 -0.2 -0.4 -0.1
C -0.647 -2.743 1.878 2.7 1.8 -2.8
H 1.161 1.224 -2.187 0.9 -0.2 -0.9
H -0.079 -2.721 2.804 -0.2 0.1 0.3
C 0.202 2.934 -1.725 0.6 1.8 -1.3
H -0.434 3.618 -1.235 -0.7 0.1 1.2
H -0.724 -0.312 1.645 0.4 -0.7 -0.3
H 1.055 -0.869 -1.231 0.1 -0.7 -0.2
H -0.228 1.189 0.487 -0.2 0.5 0.0
H -1.672 -2.877 2.002 -1.9 0.6 0.7

No. 9
22
Properties=species:S:1:pos:R:3:forces:R:3 method="wB97M-V/def2-TZVPD" total_charge=+1 homo_lumo_gap_ev="6.59 / 6.59" homo_energy_ev="-13.532 / -13.532"
O 5.184 2.753 5.996 -0.3 1.2 -1.4
H 6.568 5.735 2.948 0.3 -0.1 -0.3
C 5.749 2.938 7.214 0.3 -0.7 3.9
C 7.763 4.745 5.724 3.4 -1.9 1.5
H 6.969 4.068 2.787 -0.4 1.9 0.6
H 3.242 3.082 3.932 0.0 -0.1 0.8
C 6.371 4.298 7.522 -1.0 1.1 -0.7
H 8.729 5.819 4.158 -0.7 0.1 -0.3
H 8.697 4.044 3.998 -1.0 1.5 0.5
Zr 5.025 4.292 4.731 2.5 -0.9 2.9
C 8.071 4.956 4.319 0.7 -1.1 -2.7
O 5.704 2.174 8.146 -0.3 0.1 -2.0
N 6.552 5.009 6.223 -2.1 -0.8 -0.3
B 3.144 4.073 3.256 -2.5 0.0 -1.3
H 5.731 4.866 8.234 -0.1 -0.4 -0.8
H 7.271 4.151 8.097 0.6 -0.1 -0.3
N 3.623 5.986 5.029 -4.1 -2.6 -4.0
N 6.780 4.882 3.459 0.9 -1.6 -0.5
C 2.990 5.335 4.188 4.8 3.2 4.5
O 8.713 4.171 6.292 -1.6 1.1 0.1
H 4.108 4.065 2.485 0.1 0.7 0.3
H 2.054 4.046 2.750 0.4 -0.6 -0.6

No. 10
16
Properties=species:S:1:pos:R:3:forces:R:3 method="wB97M-V/def2-TZVPD" smiles="B1=CCC=C1.CO" homo_lumo_gap_ev=7.60 homo_energy_ev=-8.212 relative_energy_ev=4.942
H -0.177 1.869 1.580 0.2 -1.5 1.1
C 0.372 0.494 -1.553 -1.4 1.7 -0.7
C 1.330 -0.131 -0.868 1.8 -0.9 0.8
H 2.363 0.224 -0.591 -1.5 -0.3 -0.5
C -0.728 -1.646 -0.989 -1.5 -2.9 0.5
C -0.899 -0.363 -1.693 2.1 0.7 0.0
H 0.613 1.513 3.225 0.5 -0.5 -2.0
H -1.496 -2.425 -1.066 0.5 0.5 0.2
H -1.071 -0.559 -2.706 0.3 -0.5 -2.1
H -1.785 0.149 -1.521 -1.6 1.3 1.4
H 1.086 0.635 1.473 -0.5 0.7 1.7
H 0.326 1.583 -1.971 0.5 -2.2 0.9
B 0.575 -1.500 -0.586 0.8 2.6 -0.5
O -0.551 0.039 2.599 -1.9 -3.1 0.2
C 0.302 1.020 2.218 1.8 2.5 -0.8
H -0.261 -0.902 2.451 -0.2 1.9 -0.1

No. 11
16
Properties=species:S:1:pos:R:3:forces:R:3 method="wB97M-V/def2-TZVPD" smiles="OBC1=CCCC1" homo_lumo_gap_ev=9.46 homo_energy_ev=-8.828 relative_energy_ev=0.000
H -2.104 -0.648 -0.908 -0.3 -0.6 -0.4
H -2.411 -0.980 0.818 -0.2 -0.1 -0.3
O 2.995 0.216 0.348 2.1 1.6 1.5
C 0.551 -0.184 -0.177 -0.4 -3.2 0.7
C -0.170 1.073 -0.417 1.1 4.1 0.2
C -0.325 -1.231 0.162 2.0 2.7 -1.4
H 2.408 -1.630 -0.565 -0.3 -0.1 0.1
H 3.877 -0.148 0.597 -1.3 0.2 -0.8
H 0.055 -2.293 0.279 -1.1 1.5 -0.1
C -1.704 -0.570 0.092 -0.7 -1.0 1.4
B 2.050 -0.549 -0.156 -0.4 -1.7 -0.8
H 0.378 2.070 -0.064 -0.7 -2.2 -0.7
H -1.440 1.198 1.356 0.2 -0.1 -0.2
C -1.482 0.937 0.292 0.0 -1.4 0.7
H -2.287 1.461 -0.171 -0.5 0.7 -0.3
H -0.392 1.278 -1.486 0.4 -0.4 0.3

No. 12
16
Properties=species:S:1:pos:R:3:forces:R:3 method="wB97M-V/def2-TZVPD" smiles="C[N@H+]1CC=C(Br)C1" total_charge=+1 homo_lumo_gap_ev=10.05 homo_energy_ev=-13.511 relative_energy_ev=0.524
C -0.010 -0.501 1.235 1.9 -0.7 1.9
N 0.470 0.279 -0.032 0.0 -0.1 3.4
H -0.387 1.328 -1.488 0.8 1.4 -4.1
H -0.955 -0.186 1.655 -0.3 0.4 -0.5
H -0.854 1.758 0.012 -0.8 0.6 0.4
H -1.551 0.334 -0.658 -1.7 -1.8 -0.3
H 0.674 -0.736 -1.860 0.7 0.5 0.2
H -0.081 -2.581 1.744 -0.5 -1.7 1.0
H 0.747 -0.465 2.080 -0.6 1.2 -0.9
Br 1.380 -3.752 -1.044 -0.5 1.6 0.7
C 0.137 -1.965 0.943 0.1 1.9 -1.8
C 1.100 -0.709 -0.844 0.1 -4.7 -1.7
H 1.184 0.976 0.323 -1.2 -0.7 -0.8
C -0.716 0.926 -0.644 1.7 1.1 3.6
H 2.174 -0.848 -0.791 0.4 1.4 -0.4
C 0.758 -2.111 -0.205 0.0 -0.4 -0.8